ORCA calculation (ωB97M-V/def2-TZVPD) on a structure of composition C33H34N6O2PdSe.

Element x y z (Å)
Pd -0.545 2.528 0.328
O 1.820 6.155 0.557
C 1.363 5.034 0.374
N 0.059 4.659 0.222
C -0.934 5.564 0.078
C -0.747 6.964 -0.088
C -1.819 7.809 -0.109
C -3.137 7.315 0.034
C -3.370 5.974 0.136
C -2.288 5.047 0.102
N -2.427 3.705 0.122
C -3.637 3.097 -0.079
O -4.668 3.594 -0.506
C -3.664 1.621 0.233
C -4.824 0.913 -0.052
C -4.857 -0.446 0.199
C -3.723 -1.046 0.724
C -2.618 -0.254 0.971
N -2.578 1.058 0.750
C 2.344 3.894 0.311
C 3.675 4.206 0.082
C 4.598 3.185 -0.034
C 4.144 1.879 0.078
C 2.796 1.666 0.304
N 1.898 2.644 0.437
H 0.250 7.354 -0.155
H -1.647 8.875 -0.213
H -3.975 8.002 0.044
H -4.375 5.605 0.204
H -5.660 1.457 -0.468
H -5.745 -1.027 -0.021
H -3.683 -2.112 0.928
H -1.709 -0.691 1.344
H 3.947 5.249 -0.007
H 5.643 3.398 -0.221
H 4.815 1.031 -0.015
H 2.412 0.663 0.346
C -0.671 -5.314 -3.248
C -1.198 -4.162 -2.390
C -0.948 -2.777 -2.987
C 0.520 -2.333 -2.982
N 1.140 -2.369 -1.650
C 0.893 -1.471 -0.652
Se -0.035 0.096 -0.954
N 1.598 -1.915 0.443
C 1.571 -1.427 1.832
C 1.195 -2.518 2.855
C -0.305 -2.729 3.083
C -0.879 -1.703 4.064
C 2.389 -3.012 0.076
C 3.366 -3.715 0.767
C 4.004 -4.750 0.096
C 3.675 -5.062 -1.224
C 2.715 -4.340 -1.917
C 2.084 -3.305 -1.244
H -1.009 -6.278 -2.860
H 0.422 -5.340 -3.270
H -1.029 -5.224 -4.279
H -0.754 -4.214 -1.390
H -2.275 -4.283 -2.251
H -1.528 -2.034 -2.444
H -1.292 -2.759 -4.026
H 0.600 -1.314 -3.357
H 1.116 -2.984 -3.622
H 0.891 -0.583 1.876
H 2.572 -1.062 2.062
H 1.653 -2.246 3.810
H 1.654 -3.456 2.546
H -0.468 -3.729 3.492
H -0.822 -2.703 2.117
H -0.404 -1.822 5.044
H -1.957 -1.829 4.196
H -0.706 -0.674 3.737
H 3.637 -3.458 1.784
H 4.774 -5.320 0.604
H 4.187 -5.878 -1.723
H 2.486 -4.574 -2.950

Computed properties:
- ΔE to the lowest compared entry with this formula, charge and spin (kcal per mole) = 74.9
- total charge = 0
- LUMO level (alpha / beta) (eV) = -1.21 / -1.24
- E_HOMO (alpha / beta) (eV) = -6.498 / -6.498
- Kohn-Sham gap (alpha / beta) (eV) = 5.284 / 5.259

These are the Mulliken partial charges, in e, on atoms 1 to 8: number 1, Pd, carries 0.367; number 2, O, carries -0.711; number 3, C, carries 0.169; number 4, N, carries -0.120; number 5, C, carries 0.333; number 6, C, carries -0.552; number 7, C, carries -0.569; number 8, C, carries -0.601